(1)
ORCA calculation (ωB97M-V/def2-TZVPD) on a molecular structure, C17H25CuN5O11P2 in a non-equilibrium geometry.

Highest occupied orbital energy (alpha / beta) (hartree): -0.3302 / -0.3280
Largest force on an atom (Eh/bohr): 0.03033
LUMO (alpha / beta) (eV): 0.49 / 0.07
Frontier orbital gap (alpha / beta) (eV): 9.5 / 9.0
Molar mass (g mol⁻¹): 600.905
Energy above the lowest of the compared OMol25 structures with the same formula, charge and spin (kJ/mol): 77.9

Geometry as ORCA input:
```
! RIJCOSX wB97M-V def2-TZVPD def2/J DEFGRID3
* xyz 0 2
Cu 0.818 -0.456 -0.133
P 3.597 0.836 0.609
P 1.426 0.737 2.384
O 5.176 0.684 0.394
O 1.130 2.153 1.757
O -0.695 1.586 -2.374
O -1.289 0.973 2.111
O 2.940 -0.338 -0.090
O -3.829 -5.827 -0.081
O 0.888 0.829 3.860
O 0.874 -0.477 1.714
O 0.897 -0.700 -1.987
O 3.558 -0.776 2.724
O 3.165 2.205 0.181
N 2.080 1.202 -2.466
N -1.996 -3.720 -0.016
N 0.179 -2.592 0.041
N -0.697 1.000 -0.133
N 1.303 -0.196 -4.124
C 1.391 0.113 -2.793
C 3.943 1.504 3.380
C -2.741 -4.063 1.181
C 2.678 2.107 -3.417
C -2.058 2.709 0.633
C -2.401 3.983 -1.395
C -0.865 -3.085 0.019
C -3.035 -5.558 -1.212
C -2.782 3.609 1.384
C -3.139 4.890 -0.642
C -2.641 -4.077 -1.267
C 3.255 0.563 2.423
C -1.023 1.772 -1.219
C -1.872 2.897 -0.734
C -3.325 4.706 0.719
C -3.130 -5.544 1.109
C -1.317 1.462 0.996
H 3.634 1.272 4.397
H -3.652 -3.451 1.229
H 3.042 -1.330 2.116
H 1.241 0.562 -4.782
H 1.908 2.629 -3.994
H -0.066 0.707 3.778
H -2.230 -6.174 1.171
H -3.897 5.437 1.273
H -3.637 -5.821 -2.083
H -3.544 -3.467 -1.396
H -2.133 -3.871 2.065
H -3.560 5.761 -1.122
H -3.801 -5.799 1.930
H -2.232 4.128 -2.451
H -1.960 -3.894 -2.099
H 0.687 -0.973 -4.306
H 2.234 1.401 -1.484
H 3.678 2.532 3.145
H 3.342 1.573 -4.101
H -2.911 3.484 2.449
H -2.133 -6.187 -1.193
H 5.023 1.386 3.309
H 3.255 2.839 -2.860
H 1.828 2.389 1.083
H 5.424 -0.241 0.390
*
```



(2)
ORCA calculation (ωB97M-V/def2-TZVPD) on a single C17H25F3N4O3 molecule.

Highest occupied orbital energy (hartree): -0.3192
Largest force on an atom (Eh/bohr): 0.00123
Structure (SMILES): CCCNC(=O)[C@H](c1n[nH]cc1C)N1CC[C@@H](C(F)(F)F)C[C@H]1C(=O)OC
LUMO (eV): 0.60
Frontier orbital gap (eV): 9.3
Molar mass (g mol⁻¹): 390.406
Energy above the lowest of the compared OMol25 structures with the same formula, charge and spin (kJ/mol): 14.5

Geometry as ORCA input:
```
! RIJCOSX wB97M-V def2-TZVPD def2/J DEFGRID3
* xyz 0 1
F -4.791 -2.053 1.872
F -5.532 -1.149 0.052
F -4.872 0.102 1.689
O -1.171 1.029 -3.293
O -1.659 2.398 -1.590
O 0.791 -1.551 -1.722
N 2.225 0.443 1.639
N -0.625 0.193 -0.014
N 2.770 -0.984 -0.775
N 2.589 1.356 2.546
C 2.076 2.578 2.283
C -2.146 -0.942 1.544
C -1.585 0.068 -1.117
C 2.392 -3.655 0.543
C -0.762 -0.926 0.917
C 1.465 1.101 0.772
C 1.335 2.464 1.135
C -3.200 -1.038 0.445
C 0.551 3.527 0.440
C 3.471 -2.176 -1.224
C 0.772 0.431 -0.389
C -1.434 1.188 -2.132
C -4.597 -1.032 1.014
C -1.550 3.496 -2.502
C -3.008 0.096 -0.555
C 3.691 -3.177 -0.094
C 1.449 -0.816 -1.006
H 2.271 3.425 2.920
H 2.868 -2.620 -2.015
H 3.181 1.084 3.309
H -0.574 -1.883 0.409
H -3.720 0.005 -1.378
H 4.334 -2.727 0.669
H 2.586 -4.410 1.306
H 1.858 -2.830 1.018
H -1.721 4.390 -1.910
H -2.298 -0.023 2.114
H 1.726 -4.086 -0.206
H 4.430 -1.881 -1.656
H -2.228 -1.786 2.231
H -2.296 3.410 -3.290
H -3.097 -1.999 -0.071
H 4.243 -4.027 -0.502
H 0.736 4.501 0.891
H -0.007 -0.812 1.696
H 3.149 -0.487 0.018
H 0.823 3.592 -0.616
H -3.177 1.054 -0.060
H -0.561 3.519 -2.957
H -1.423 -0.855 -1.680
H 0.765 1.160 -1.206
H -0.517 3.314 0.485
*
```



(3)
ORCA calculation (ωB97M-V/def2-TZVPD) on a molecular structure, C17H25LaN8O5P in a non-equilibrium geometry.

Highest occupied orbital energy (hartree): -0.6423
Largest force on an atom (Eh/bohr): 0.06338
LUMO (eV): -8.79
Frontier orbital gap (eV): 8.7
Molar mass (g mol⁻¹): 591.318
Energy above the lowest of the compared OMol25 structures with the same formula, charge and spin (kJ/mol): 41.4

Geometry as ORCA input:
```
! RIJCOSX wB97M-V def2-TZVPD def2/J DEFGRID3
* xyz 3 1
La 0.110 0.519 -0.996
P 1.073 -1.097 1.446
O -1.981 2.768 1.776
O -0.370 1.695 0.636
O -4.716 2.547 2.214
O -6.149 1.116 1.282
O 2.043 0.763 -2.359
N 2.343 1.874 -4.318
N 1.077 -1.166 4.200
N -4.417 -0.006 -0.333
N -2.271 0.113 -0.690
N -1.525 3.051 -4.024
N 3.176 -1.728 3.127
N 0.269 1.870 -3.178
N 1.335 -3.329 3.105
C 2.903 -1.098 1.837
C 0.764 -2.900 1.776
C 0.471 -0.444 3.085
C 3.759 1.430 -4.359
C -3.559 -1.559 -2.083
C -3.402 -0.498 -1.050
C -5.048 1.576 1.396
C -3.980 0.963 0.525
C -0.260 2.667 -4.134
C 0.524 3.087 -5.239
C 2.870 -3.115 3.159
C 1.566 1.495 -3.283
C -1.649 1.925 0.991
C -2.638 1.048 0.311
C 2.538 -1.024 4.247
C 0.698 -2.535 4.274
C 1.802 2.675 -5.289
H 1.213 -3.514 0.998
H -5.399 -0.267 -0.365
H 4.318 1.903 -3.557
H 3.449 -1.607 1.044
H 4.176 1.719 -5.317
H -2.602 -1.792 -2.542
H -3.761 2.772 2.129
H -3.965 -2.473 -1.646
H 2.907 -1.441 5.183
H 2.469 2.959 -6.092
H 2.803 0.030 4.212
H 3.293 -3.652 2.313
H -4.247 -1.239 -2.867
H -0.615 -0.522 3.129
H 1.143 -4.323 3.243
H 3.256 -0.068 1.864
H 1.071 -3.001 5.183
H 3.198 -3.571 4.089
H -0.306 -3.096 1.793
H -0.378 -2.675 4.199
H -2.082 2.813 -3.222
H 0.118 3.725 -6.012
H 0.720 0.614 3.149
H -1.936 3.669 -4.706
H 3.803 0.352 -4.252
*
```



(4)
ORCA calculation (ωB97M-V/def2-TZVPD) on a single C17H25N3O4 molecule.

Highest occupied orbital energy (hartree): -0.2847
Largest force on an atom (Eh/bohr): 0.01077
Structure (SMILES): CCOC(=O)N1CCN(CCC(=O)Nc2ccc(OC)cc2)CC1
LUMO (eV): 0.62
Frontier orbital gap (eV): 8.4
Molar mass (g mol⁻¹): 335.404
Energy above the lowest of the compared OMol25 structures with the same formula, charge and spin (kJ/mol): 95.4

Geometry as ORCA input:
```
! RIJCOSX wB97M-V def2-TZVPD def2/J DEFGRID3
* xyz 0 1
O 0.649 -6.164 -3.121
O -3.120 -1.529 -0.337
O 0.784 4.319 2.937
O 0.727 4.820 0.727
N -0.863 -1.780 -0.068
N 0.493 0.474 0.844
N 1.567 2.856 1.399
C 1.002 4.022 1.785
C 1.896 1.851 2.382
C -2.058 -1.171 0.127
C -0.840 1.025 0.605
C 1.498 0.941 -0.092
C 0.963 0.633 2.219
C 1.151 -4.322 -1.768
C 0.786 -3.232 -1.011
C -1.418 5.869 1.231
C -0.282 -6.993 -3.769
C -0.559 -2.892 -0.857
C -1.937 0.045 1.041
C 1.739 2.459 0.017
C -1.158 -4.768 -2.243
C 0.181 -5.106 -2.395
C -1.524 -3.672 -1.481
C 0.080 6.053 1.035
H 0.097 0.738 2.873
H -1.601 5.242 2.101
H 1.188 0.686 -1.108
H 0.290 6.698 0.179
H 0.529 6.475 1.939
H -0.065 -1.286 0.331
H -2.901 0.555 1.040
H 2.943 1.558 2.244
H 1.020 3.010 -0.592
H -0.961 -7.472 -3.055
H -1.860 5.400 0.355
H -1.935 -5.350 -2.713
H -2.564 -3.416 -1.371
H 1.501 -0.276 2.510
H -1.886 6.836 1.392
H 2.188 -4.592 -1.892
H -0.988 1.979 1.127
H -0.867 -6.439 -4.511
H 1.782 2.299 3.369
H -0.946 1.209 -0.467
H 0.305 -7.759 -4.274
H 2.748 2.712 -0.330
H 2.421 0.396 0.125
H -1.741 -0.309 2.056
H 1.546 -2.632 -0.531
*
```



(5)
ORCA calculation (ωB97M-V/def2-TZVPD) on a single C17H25N3O4S molecule.

Highest occupied orbital energy (hartree): -0.3144
Largest force on an atom (Eh/bohr): 0.01356
Structure (SMILES): CCCc1cc(=O)[nH]c(SCC(=O)N2CCC(C(=O)OCC)CC2)n1
LUMO (eV): 0.39
Frontier orbital gap (eV): 8.9
Molar mass (g mol⁻¹): 367.471
Energy above the lowest of the compared OMol25 structures with the same formula, charge and spin (kJ/mol): 10.6

Geometry as ORCA input:
```
! RIJCOSX wB97M-V def2-TZVPD def2/J DEFGRID3
* xyz 0 1
S -0.864 1.386 -1.544
O -2.883 1.317 3.022
O 2.897 -1.726 -0.001
O 0.225 3.050 1.371
O 5.110 -1.533 -0.323
N -2.550 -0.318 -0.641
N 1.898 2.655 -0.081
N -1.976 1.293 0.945
C -2.835 0.774 1.942
C -5.572 -1.749 -0.617
C -1.896 0.733 -0.273
C -4.128 -2.103 -0.235
C 4.021 -1.039 -0.199
C 3.181 0.938 1.085
C -5.628 -0.791 -1.799
C 3.006 -3.148 0.101
C 2.838 2.423 1.001
C -3.387 -0.899 0.259
C -0.386 3.040 -0.912
C -3.561 -0.389 1.508
C 2.759 0.780 -1.378
C 3.386 -3.574 1.512
C 3.749 0.455 -0.255
C 0.618 2.916 0.220
C 2.425 2.274 -1.372
H -3.608 -2.494 -1.109
H 3.184 0.509 -2.345
H 4.374 -3.195 1.761
H 2.278 0.371 1.318
H 2.666 -3.187 2.229
H -1.380 2.069 1.253
H 3.336 2.856 -1.550
H 3.740 3.013 0.809
H 4.705 0.951 -0.449
H -6.102 -2.670 -0.869
H -6.070 -1.299 0.245
H 2.020 -3.527 -0.175
H -5.143 -1.230 -2.667
H 2.374 2.764 1.928
H -0.005 3.588 -1.770
H -5.118 0.139 -1.562
H -4.142 -2.864 0.548
H -6.661 -0.563 -2.055
H -4.231 -0.844 2.220
H 1.843 0.205 -1.231
H -1.282 3.536 -0.538
H 3.399 -4.658 1.573
H 3.757 -3.497 -0.616
H 1.713 2.489 -2.166
H 3.906 0.776 1.884
*
```



(6)
ORCA calculation (ωB97M-V/def2-TZVPD) on 2 unconnected molecules or ions with the total composition C17H25N3O5 in a non-equilibrium geometry.

Highest occupied orbital energy (hartree): -0.3318
Largest force on an atom (Eh/bohr): 0.06558
Structure (SMILES): CC[C@H](C)[C@H](NC(C)=O)C(=O)NC.O=[N+]([O-])c1ccc([C@H]2CO2)cc1
LUMO (eV): -0.40
Frontier orbital gap (eV): 8.6
Molar mass (g mol⁻¹): 351.403
Energy above the lowest of the compared OMol25 structures with the same formula, charge and spin (kJ/mol): 492.4

Geometry as ORCA input:
```
! RIJCOSX wB97M-V def2-TZVPD def2/J DEFGRID3
* xyz 0 1
O -1.778 -2.140 1.254
O -0.608 -0.970 2.681
O 3.145 -0.564 -4.121
O -6.234 2.705 4.523
O 1.140 -2.696 -1.049
N 2.939 -3.229 -2.102
N -1.662 -1.248 2.098
N 3.861 -0.369 -1.987
C 2.018 1.628 -0.767
C -5.107 1.014 3.079
C -6.344 1.803 3.439
C 2.191 -2.281 -1.516
C -7.086 1.615 4.803
C 0.140 -0.019 -0.908
C -4.211 0.594 4.071
C -3.693 -0.062 1.412
C -3.071 -0.139 3.743
C 2.632 -0.796 -1.284
C 1.540 0.318 -1.454
C -2.801 -0.489 2.411
C 1.320 2.901 -1.267
C 4.016 -0.281 -3.311
C 4.341 -3.265 -2.516
C -4.827 0.691 1.742
C 5.370 0.181 -3.796
H 2.439 -4.102 -2.175
H 1.432 2.985 -2.348
H -6.925 2.136 2.573
H 6.135 -0.508 -3.445
H 2.880 -0.787 -0.224
H 0.219 -0.362 0.123
H 4.440 -2.866 -3.526
H 5.366 0.194 -4.886
H 1.420 0.516 -2.519
H -0.320 -0.800 -1.513
H -5.497 1.014 0.951
H 3.081 1.780 -0.944
H 1.781 3.770 -0.796
H 5.567 1.184 -3.423
H -8.160 1.813 4.859
H -4.385 0.857 5.110
H 4.647 -0.108 -1.417
H -0.522 0.842 -0.949
H -2.389 -0.445 4.532
H -3.496 -0.313 0.372
H 0.262 2.893 -1.009
H 1.880 1.544 0.312
H -6.741 0.859 5.514
H 4.965 -2.703 -1.821
H 4.688 -4.299 -2.525
*
```



(7)
ORCA calculation (ωB97M-V/def2-TZVPD) on a single C17H25N5O3S molecule in a non-equilibrium geometry.

Highest occupied orbital energy (hartree): -0.3013
Largest force on an atom (Eh/bohr): 0.02797
Structure (SMILES): CC[C@H]1CCCCN1C(=O)CSc1nc2c(c(=O)n(C)c(=O)n2C)n1C
LUMO (eV): 0.47
Frontier orbital gap (eV): 8.7
Molar mass (g mol⁻¹): 379.486
Energy above the lowest of the compared OMol25 structures with the same formula, charge and spin (kJ/mol): 11.4

Geometry as ORCA input:
```
! RIJCOSX wB97M-V def2-TZVPD def2/J DEFGRID3
* xyz 0 1
S 1.989 -1.265 0.395
O -4.475 1.117 2.776
O -0.363 2.083 4.485
O 2.336 -2.932 -2.762
N 1.189 -0.996 -2.829
N -2.406 1.576 3.606
N -0.647 -0.720 0.815
N -2.705 0.169 1.737
N 0.761 0.265 2.246
C -0.516 0.649 2.600
C -1.356 0.020 1.696
C 1.740 -0.672 -4.142
C -3.000 2.411 4.639
C 0.340 0.029 -2.266
C 1.234 -0.901 -6.612
C -3.542 -0.505 0.770
C 1.984 0.660 2.884
C 1.697 1.768 -3.422
C 1.151 -2.378 -0.788
C 0.618 -0.550 1.181
C 1.137 1.320 -2.076
C 0.651 -0.669 -5.223
C 1.611 -2.119 -2.218
C -3.274 0.965 2.712
C -1.011 1.490 3.643
C 2.523 0.643 -4.041
H 1.934 -0.113 -6.879
H -2.680 2.055 5.617
H -4.081 2.354 4.545
H -4.578 -0.298 1.026
H 2.439 -1.483 -4.374
H -0.482 0.213 -2.966
H -0.055 -1.471 -4.998
H 0.082 -2.252 -0.634
H 1.959 1.136 -1.380
H 2.869 0.932 -5.034
H 1.457 -3.392 -0.530
H 0.103 0.275 -5.219
H 1.759 -1.853 -6.649
H -3.349 -1.577 0.804
H 2.323 2.653 -3.294
H 3.403 0.468 -3.418
H 2.536 -0.221 3.214
H -2.662 3.439 4.516
H 0.873 2.041 -4.085
H 2.609 1.222 2.187
H 0.441 -0.917 -7.355
H 0.492 2.089 -1.650
H -3.321 -0.136 -0.232
H -0.097 -0.295 -1.324
H 1.732 1.285 3.739
*
```



(8)
ORCA calculation (ωB97M-V/def2-TZVPD) on a single C17H25NO4 molecule.

Highest occupied orbital energy (hartree): -0.3171
Largest force on an atom (Eh/bohr): 0.01343
Structure (SMILES): CCCCCOc1ccc(C(=O)N[C@H](CCC)C(=O)O)cc1
LUMO (eV): 0.68
Frontier orbital gap (eV): 9.3
Molar mass (g mol⁻¹): 307.390
Energy above the lowest of the compared OMol25 structures with the same formula, charge and spin (kJ/mol): 11.6

Geometry as ORCA input:
```
! RIJCOSX wB97M-V def2-TZVPD def2/J DEFGRID3
* xyz 0 1
O 3.349 -0.822 -0.480
O -3.919 2.578 -0.202
O -5.678 2.092 1.077
O -2.583 -1.398 1.733
N -2.920 0.074 0.059
C 5.702 -1.038 -0.214
C 0.223 -1.121 1.426
C -0.220 -0.427 -0.823
C -4.592 1.767 0.378
C 6.029 0.394 -0.640
C -0.693 -0.744 0.450
C 4.342 -1.160 0.469
C 6.358 1.318 0.530
C -6.660 -0.572 -0.215
C 1.129 -0.470 -1.095
C 1.579 -1.157 1.165
C 2.049 -0.825 -0.103
C -5.215 -0.417 -0.678
C -7.507 -1.265 -1.276
C -4.315 0.276 0.367
C 6.757 2.707 0.047
C -2.132 -0.730 0.821
H -5.176 0.146 -1.614
H -2.508 0.756 -0.560
H -0.150 -1.386 2.403
H -4.510 -0.155 1.356
H -5.833 3.050 1.045
H -4.788 -1.405 -0.862
H 6.468 -1.409 0.471
H 1.506 -0.234 -2.078
H 6.888 0.366 -1.315
H 2.259 -1.448 1.951
H -7.110 -2.253 -1.496
H 5.691 -1.679 -1.097
H -6.677 -1.158 0.705
H 4.284 -0.488 1.334
H 7.636 2.652 -0.592
H 4.193 -2.192 0.817
H 5.493 1.408 1.190
H -7.517 -0.687 -2.197
H 7.177 0.887 1.112
H -8.532 -1.376 -0.930
H 6.987 3.355 0.890
H -0.905 -0.172 -1.618
H -7.086 0.408 0.008
H 5.948 3.158 -0.522
H 5.181 0.795 -1.197
*
```